1.
{
  "formula": "C6H10O2",
  "method": "the ωB97M-V functional and the def2-TZVPD basis",
  "species": ["C", "C", "C", "C", "C", "C", "H", "H", "H", "H", "H", "H", "O", "H", "H", "O", "H", "H"],
  "positions_angstrom": [[-2.0575, -0.5859, -0.3348], [-0.8547, -1.0198, 0.2003], [-0.0634, -0.0864, 0.8703], [-0.4964, 1.2091, 1.0808], [-1.7693, 1.5321, 0.6272], [-2.6114, 0.6620, -0.0469], [-2.5492, -1.2614, -1.0408], [-0.5009, -2.0286, 0.1371], [0.9825, -0.2595, 1.1500], [0.1092, 2.0474, 1.4028], [-2.1525, 2.5326, 0.8315], [-3.6247, 0.9171, -0.3272], [2.4243, 0.6803, -1.1976], [2.0544, 1.5228, -1.5137], [1.6248, 0.2779, -0.8081], [2.8358, -2.2401, -0.2615], [2.9602, -1.2870, -0.2681], [3.6890, -2.6125, -0.5014]],
  "de_lowest_kcal_mol": 8.2,
  "smiles": "c1ccccc1.O.O",
  "energy_ev": -10478.8139
}

***

2.
{
  "formula": "C6H10O2S2",
  "method": "the ωB97M-V functional and the def2-TZVPD basis",
  "species": ["C", "C", "C", "C", "C", "C", "O", "O", "S", "S", "H", "H", "H", "H", "H", "H", "H", "H", "H", "H"],
  "positions_angstrom": [[0.2775, -0.2880, -0.0133], [1.2815, 0.2473, 0.6803], [-1.5623, -1.1788, -1.8344], [-2.3803, -1.0403, -0.5948], [1.0610, 1.5413, 1.4398], [2.6928, -0.0836, 0.3137], [-1.6184, 1.4991, -0.3377], [-1.6223, 0.2737, 1.7049], [0.2384, -1.3811, -1.3009], [-1.3970, 0.2445, 0.2980], [-1.8089, -2.1212, -2.4047], [-1.7772, -0.2157, -2.3899], [-3.2907, -0.5926, -0.9168], [-2.4842, -1.7392, 0.1200], [1.9239, 2.0065, 2.0419], [1.0448, 2.1761, 0.5444], [0.1352, 1.4374, 2.0492], [3.2178, 0.6755, -0.2400], [3.4108, -0.3561, 1.1024], [2.6579, -1.1049, -0.2620]],
  "de_lowest_kcal_mol": 55.1,
  "energy_ev": -32147.1963
}

***

3.
{
  "formula": "C6H10O3",
  "method": "the ωB97M-V functional and the def2-TZVPD basis",
  "species": ["C", "C", "C", "O", "C", "O", "C", "C", "O", "H", "H", "H", "H", "H", "H", "H", "H", "H", "H"],
  "positions_angstrom": [[2.4341, -1.3729, 0.1501], [1.3361, -0.3554, 0.0088], [1.4736, 0.9523, 0.0680], [1.8792, 2.0289, 0.3343], [-0.0879, -0.7580, -0.1107], [-0.5346, -1.1041, -1.3534], [-0.9472, 0.8189, 0.2518], [-2.3891, 0.3591, 0.4465], [-0.8719, 1.5993, -0.9266], [2.2134, -2.0650, 0.9662], [3.3811, -0.8819, 0.3653], [2.5351, -1.9577, -0.7661], [-0.3955, -1.5436, 0.5833], [-0.3248, -0.3802, -1.9650], [-0.6568, 1.3819, 1.1464], [-2.7125, -0.2420, -0.4012], [-3.0440, 1.2261, 0.5476], [-2.4741, -0.2392, 1.3519], [-0.8144, 2.5337, -0.6971]],
  "de_lowest_kcal_mol": 57.8,
  "smiles": "CC(=C=O)[C@H](O)[C@H](C)O",
  "energy_ev": -12524.2656
}

***

4.
{
  "formula": "C6H10O3",
  "method": "the ωB97M-V functional and the def2-TZVPD basis",
  "species": ["C", "C", "C", "C", "O", "H", "H", "H", "H", "H", "H", "C", "C", "O", "O", "H", "H", "H", "H"],
  "positions_angstrom": [[-1.4753, 2.0984, 0.6056], [-1.1495, 0.9547, 0.0955], [-1.1113, -0.2935, -0.3937], [-1.9375, -1.3904, 0.2347], [-0.8194, -0.5874, -1.7165], [-2.3325, 2.6341, 0.2155], [-1.0551, 2.4786, 1.5251], [-2.8856, -0.9954, 0.5915], [-1.3798, -1.8884, 1.0259], [-2.2127, -2.1563, -0.4885], [-0.1519, 0.0200, -2.0896], [2.4815, 0.4787, 0.7090], [1.5574, -0.1794, -0.3998], [1.6038, 0.3519, -1.5061], [1.4845, -1.5088, -0.1754], [2.6204, -0.1615, 1.5757], [2.2593, 1.5149, 0.9543], [3.4414, 0.5561, 0.1983], [1.0623, -1.9265, -0.9616]],
  "de_lowest_kcal_mol": 62.3,
  "smiles": "C=C=C(C)O.CC(=O)O",
  "energy_ev": -12524.0699
}

***

5.
{
  "formula": "C6H10O3",
  "method": "the ωB97M-V functional and the def2-TZVPD basis",
  "species": ["C", "C", "C", "C", "C", "C", "O", "O", "O", "H", "H", "H", "H", "H", "H", "H", "H", "H", "H"],
  "positions_angstrom": [[0.0385, -0.4893, -0.6009], [-0.1014, -1.8572, -0.0763], [-0.2144, -0.2124, -2.0205], [1.2158, 0.2191, 1.5698], [-0.9118, 1.2182, 0.6980], [0.5357, 0.6442, 0.2366], [-1.2202, 2.3490, 0.0463], [-1.6316, 0.6999, 1.5185], [1.3036, 1.4129, -0.5001], [-2.0865, 2.6399, 0.3762], [-0.4011, -2.5869, -0.8271], [0.8288, -2.1803, 0.4032], [-0.8434, -1.8223, 0.7336], [0.6736, -0.5128, -2.5944], [-0.3215, 0.8601, -2.1906], [-1.0494, -0.8104, -2.3959], [0.5673, -0.3880, 2.1999], [2.1334, -0.3140, 1.3240], [1.4845, 1.1304, 2.0999]],
  "de_lowest_kcal_mol": 68.5,
  "energy_ev": -12523.8032
}

***

6.
{
  "formula": "C6H10O3",
  "method": "the ωB97M-V functional and the def2-TZVPD basis",
  "species": ["C", "C", "C", "O", "O", "C", "C", "C", "O", "H", "H", "H", "H", "H", "H", "H", "H", "H", "H"],
  "positions_angstrom": [[-0.0479, 0.6270, 2.1514], [0.0156, 0.2302, 0.8966], [1.7011, 0.3220, 0.2096], [2.4655, -0.5697, -0.0572], [2.0666, 1.6227, 0.2072], [-0.5557, -0.3216, -0.2830], [-0.6304, 0.5282, -1.5378], [-0.3756, -1.8065, -0.5092], [-2.0983, -0.2162, 0.4838], [0.8295, 1.0014, 2.6660], [-0.9841, 0.5706, 2.6933], [3.0141, 1.6423, -0.0367], [-0.6771, 1.5930, -1.3015], [0.2367, 0.3536, -2.1800], [-1.5331, 0.2608, -2.0924], [-1.1651, -2.1653, -1.1737], [0.5919, -2.0191, -0.9703], [-0.4483, -2.3536, 0.4318], [-2.4056, 0.7001, 0.4021]],
  "de_lowest_kcal_mol": 64.4,
  "smiles": "C=C(C(=O)O)C(C)(C)O",
  "energy_ev": -12523.9784
}

***

7.
{
  "formula": "C6H10O4",
  "method": "the ωB97M-V functional and the def2-TZVPD basis",
  "species": ["O", "C", "C", "O", "C", "O", "C", "C", "C", "O", "H", "H", "H", "H", "H", "H", "H", "H", "H", "H"],
  "positions_angstrom": [[-0.3807, 2.3992, 0.0612], [-0.5961, 1.0325, -0.0631], [0.4210, 0.3132, 0.8399], [1.8481, 0.5428, 0.4381], [0.1290, -1.2429, 1.0123], [-0.9583, -1.6813, 1.8897], [-0.1426, -1.7410, -0.3375], [-0.4642, -1.0017, -1.3648], [-0.3659, 0.5504, -1.4257], [0.9035, 1.0105, -1.7852], [-0.4504, 2.6652, 0.9631], [-1.6344, 0.7786, 0.1990], [0.5348, 0.7148, 1.7992], [2.0361, 0.2373, -0.4563], [1.0334, -1.7314, 1.5860], [-0.8507, -1.1807, 2.7396], [-0.2224, -2.8161, -0.4844], [-0.7666, -1.4695, -2.3541], [-1.1032, 0.8344, -2.1383], [1.0296, 1.7855, -1.1187]],
  "de_lowest_kcal_mol": 58.5,
  "smiles": "O[C@@H]1[C@H](O)[C@@H](O)C=C[C@@H]1O",
  "energy_ev": -14571.7761
}

***

8.
{
  "formula": "C6H10OS",
  "method": "the ωB97M-V functional and the def2-TZVPD basis",
  "species": ["C", "O", "C", "C", "S", "C", "C", "C", "H", "H", "H", "H", "H", "H", "H", "H", "H", "H"],
  "positions_angstrom": [[-2.5613, 0.1215, -0.5890], [-2.0112, -0.6093, 0.4933], [-0.6243, -0.4602, 0.6805], [0.2207, -1.2785, -0.3129], [1.9233, -0.6600, -0.1886], [1.3550, 0.9775, 0.2862], [0.3389, 1.6551, -0.5701], [-0.0813, 0.9516, 0.6969], [-2.4723, 1.2052, -0.4305], [-3.6430, -0.1477, -0.6126], [-2.0808, -0.1169, -1.5739], [-0.4646, -0.8899, 1.6601], [-0.1492, -1.1357, -1.3316], [0.1676, -2.3170, -0.0784], [2.0988, 1.5539, 0.8314], [0.0883, 1.1943, -1.5211], [0.2772, 2.7113, -0.5811], [-0.3928, 1.5743, 1.5579]],
  "de_lowest_kcal_mol": 33.8,
  "smiles": "CO[C@H]1CS[C@H]2C[C@@H]12",
  "energy_ev": -19265.5625
}

***

9.
{
  "formula": "C6H10OSi2",
  "method": "the ωB97M-V functional and the def2-TZVPD basis",
  "species": ["C", "C", "C", "C", "C", "C", "O", "Si", "Si", "H", "H", "H", "H", "H", "H", "H", "H", "H", "H"],
  "positions_angstrom": [[1.1233, -0.1074, -2.4640], [0.1566, -1.1122, -2.2588], [1.8324, 0.3656, -1.3328], [-0.1447, -1.4174, -0.9311], [1.6124, -0.0380, -0.0836], [0.5478, -0.8916, 0.1311], [-2.5713, 2.5241, 1.0763], [-0.1628, -1.5152, 1.7970], [-1.7427, 2.8492, 2.4447], [1.3739, 0.2371, -3.4505], [-0.2381, -1.5829, -3.0525], [2.4040, 1.2817, -1.4711], [-0.9081, -2.0708, -0.7887], [2.2124, 0.1619, 0.7972], [-2.7434, 1.6914, 0.7442], [0.0517, -2.8940, 2.1578], [-1.6460, -1.3054, 1.5424], [0.2395, -0.6721, 2.9274], [-1.3967, 4.4961, 2.2150]],
  "de_lowest_kcal_mol": 60.8,
  "energy_ev": -24184.6028
}

***

10.
{
  "formula": "C6H10S2",
  "method": "the ωB97M-V functional and the def2-TZVPD basis",
  "species": ["C", "C", "C", "C", "C", "C", "S", "S", "H", "H", "H", "H", "H", "H", "H", "H", "H", "H"],
  "positions_angstrom": [[1.0503, -0.3149, 0.3131], [2.3412, -0.5982, 0.4013], [0.0212, -1.3648, 0.2161], [-0.9794, -0.8622, -0.8825], [0.3788, 0.9847, 0.3937], [-1.2804, 0.6691, -0.6395], [1.4081, 2.3368, -0.3298], [-2.6813, 1.0774, 0.4173], [3.0163, 0.2513, 0.5234], [2.6979, -1.5749, 0.4745], [0.5630, -2.3193, -0.0827], [-0.5692, -1.2510, 1.1673], [-0.4763, -0.9333, -1.8636], [-1.9872, -1.5883, -0.9870], [-0.0460, 1.2822, 1.3438], [-1.2238, 1.1579, -1.5303], [0.4713, 3.1372, 0.2289], [-2.7044, -0.0899, 0.8358]],
  "de_lowest_kcal_mol": 58.7,
  "energy_ev": -28051.7951
}

***

11.
{
  "formula": "C6H11BO",
  "method": "the ωB97M-V functional and the def2-TZVPD basis",
  "species": ["C", "C", "C", "C", "C", "C", "B", "O", "H", "H", "H", "H", "H", "H", "H", "H", "H", "H", "H"],
  "positions_angstrom": [[-0.3640, -0.6509, 1.7042], [-0.6638, -0.6956, 0.1800], [-1.4220, 0.5059, -0.3137], [-0.4631, 1.2914, -1.1611], [0.9281, 0.8415, -0.6913], [0.7716, -0.6486, -0.4242], [2.0421, -1.3365, 0.3424], [3.0168, -1.7673, 0.8531], [0.1566, -1.5167, 2.0342], [0.2272, 0.3099, 1.9304], [-1.1634, -0.5573, 2.3587], [-1.0879, -1.5873, -0.1003], [-2.3625, 0.2412, -0.9215], [-1.8300, 0.9855, 0.5939], [-0.7099, 0.8392, -2.2559], [-0.6316, 2.3426, -1.4543], [1.2418, 1.4366, 0.1799], [1.6171, 1.0893, -1.4899], [0.6969, -1.1229, -1.3646]],
  "de_lowest_kcal_mol": 0.0,
  "smiles": "C[C@H]1CCC[C@H]1B=O",
  "energy_ev": -9124.6903
}

***

12.
{
  "formula": "C6H11Br2",
  "method": "the ωB97M-V functional and the def2-TZVPD basis",
  "species": ["Br", "Br", "C", "C", "C", "C", "C", "C", "H", "H", "H", "H", "H", "H", "H", "H", "H", "H", "H"],
  "positions_angstrom": [[-0.7608, -3.1263, -1.1553], [-1.6780, -1.7396, 0.6431], [-0.6836, 1.4808, 1.6732], [-0.2914, 0.5314, 0.6327], [0.9752, -0.2504, 0.7693], [1.2084, -0.9021, -0.6016], [0.2722, -0.1664, -1.6147], [-0.7524, 0.6689, -0.7909], [-1.7050, 1.8270, 1.4723], [-0.6377, 0.9784, 2.6451], [0.0047, 2.3337, 1.6934], [1.7956, 0.4762, 0.9952], [0.9775, -0.9638, 1.6144], [2.2553, -0.8580, -0.8995], [0.8689, -1.9764, -0.5448], [0.8786, 0.5493, -2.1841], [-0.2083, -0.8937, -2.2750], [-1.7804, 0.2989, -0.9546], [-0.7387, 1.7320, -1.1184]],
  "de_lowest_kcal_mol": 32.8,
  "energy_ev": -146482.8093,
  "spin_multiplicity": 2
}